Density functional theory data (ωB97M-V with the def2-TZVPD basis set) for 16 unconnected molecules or ions with the total composition C79H192N16O27 at a distorted geometry.

Each line ends with the Mulliken charge.
Positions of all 314 atoms, in Å:
C 4.52163 3.31309 -5.58273  -1.13
O 3.80633 2.13124 -5.30943  0.10
C 2.53852 2.23943 -4.53407  -0.81
C 1.77702 0.95568 -4.36875  0.78
N 1.42536 0.21420 -5.61139  1.47
H 2.26032 -0.07010 -6.11190  0.16
H 0.90399 -0.66090 -5.36361  0.05
C 0.67041 0.98633 -6.62811  -0.36
C 1.63041 1.36931 -7.75220  -0.28
O 2.10308 0.14504 -8.29510  -0.34
C 3.13599 0.38019 -9.27953  -0.84
H 5.21297 3.63126 -4.83368  0.17
H 3.86559 4.09249 -5.86467  0.51
H 4.99936 3.17425 -6.51485  0.32
H 1.97218 3.09695 -4.94837  0.64
H 2.75127 2.55068 -3.54891  0.09
H 0.79076 1.16363 -3.98517  -0.88
H 2.42949 0.33155 -3.71198  0.10
H 0.24915 1.86008 -6.13769  0.31
H -0.14208 0.28794 -6.98814  0.19
H 2.52220 1.86151 -7.40585  -0.07
H 0.99331 1.93619 -8.46332  0.50
H 2.71000 0.67205 -10.21312  0.35
H 3.70369 -0.49977 -9.34036  0.29
H 3.88396 1.12778 -8.97680  0.27
C 0.53755 5.58130 -0.79920  -0.65
O 1.66113 5.25848 0.01112  0.25
C 2.77597 4.97219 -0.82421  -0.12
C 4.03047 4.96849 0.00176  -1.30
N 4.02601 3.81630 0.95108  3.43
H 3.26626 3.96390 1.59925  -1.18
H 3.88204 2.90702 0.46336  -0.82
C 5.33476 3.62666 1.59637  -1.18
C 5.15330 2.53198 2.67346  0.56
O 4.57237 1.32172 2.18631  -0.01
C 4.34011 0.39824 3.26794  -0.58
H 0.14594 4.73030 -1.38837  -0.06
H 0.74267 6.46783 -1.36067  0.60
H -0.29577 5.74583 -0.17991  -0.09
H 2.95710 5.75938 -1.51261  0.79
H 2.57598 4.02996 -1.23227  -0.22
H 3.92354 5.92467 0.47226  0.34
H 4.92173 4.76686 -0.54805  0.58
H 5.69179 4.57081 2.01818  0.43
H 6.02651 3.42251 0.77183  0.46
H 4.50942 3.03268 3.56812  -0.67
H 6.18850 2.35214 3.06860  0.63
H 5.32056 0.06301 3.74611  0.35
H 3.88308 -0.54488 2.96617  0.28
H 3.64399 0.82684 3.97858  -0.11
C 7.89291 2.05499 -3.97277  -1.40
C 6.96477 1.07224 -4.62096  -0.05
N 7.15639 -0.37934 -4.17738  0.93
C 7.29283 -0.40496 -2.67513  -0.92
C 5.82997 -1.11261 -4.44447  0.09
C 5.23231 -1.01676 -5.82589  -1.17
C 8.33305 -1.01753 -4.87143  -0.88
C 8.66090 -2.47272 -4.52968  -0.63
O 9.38319 -2.54030 -3.36641  -0.35
C 9.65071 -3.93034 -3.02704  -0.81
H 7.63178 2.10613 -2.88922  0.23
H 7.73425 3.02579 -4.46247  0.45
H 8.91663 1.80903 -4.22151  0.40
H 7.13388 1.01817 -5.69040  0.46
H 5.91458 1.28940 -4.54180  -0.17
H 6.46655 -0.03502 -2.06697  -0.27
H 8.18464 -0.01095 -2.32716  0.73
H 7.38033 -1.42730 -2.39595  0.49
H 5.16924 -0.76283 -3.67610  -0.07
H 5.96536 -2.19874 -4.33704  0.40
H 4.37463 -1.60867 -5.98340  0.49
H 5.88614 -1.24787 -6.63259  0.38
H 4.87009 -0.01958 -6.01368  0.05
H 9.14985 -0.41318 -4.63724  0.48
H 8.06091 -1.05610 -5.91753  0.47
H 9.23267 -2.92630 -5.40098  0.54
H 7.70715 -3.00854 -4.45516  0.39
H 8.71315 -4.35378 -3.01255  0.40
H 9.97981 -3.91769 -1.97560  0.26
H 10.29463 -4.39880 -3.79183  0.31
C -6.90764 -1.62683 -0.35541  -1.22
C -6.40399 -0.19128 -0.22704  -0.56
N -5.19167 0.03181 -1.02618  1.54
C -3.98958 -0.63728 -0.41474  -0.09
C -5.35841 -0.57859 -2.43276  -0.93
C -4.13016 -0.31119 -3.30623  -1.33
C -4.99521 1.46252 -0.95085  0.28
C -5.82068 2.34438 -1.85023  -1.50
O -7.14053 2.44032 -1.43425  -0.32
C -7.83786 3.50699 -1.91813  -0.75
H -6.16739 -2.34670 -0.02889  0.20
H -7.22531 -1.81041 -1.34931  0.35
H -7.75839 -1.67306 0.33941  0.53
H -6.18741 0.10681 0.80583  0.53
H -7.23287 0.52485 -0.52235  0.33
H -3.08421 -0.39735 -1.04761  -0.49
H -4.03276 -1.71063 -0.57627  -0.51
H -3.84390 -0.38925 0.62841  1.07
H -6.26172 -0.12230 -2.81429  0.82
H -5.49269 -1.64259 -2.32988  0.40
H -4.37776 -0.85760 -4.21213  0.14
H -3.13969 -0.54354 -2.94717  -0.18
H -4.04802 0.70301 -3.52878  0.70
H -3.90573 1.67630 -1.17165  -0.42
H -5.17636 1.69231 0.07727  0.69
H -5.87281 1.98489 -2.86761  0.42
H -5.43964 3.33770 -1.79492  0.71
H -8.82197 3.50608 -1.43367  0.26
H -8.00481 3.48241 -3.01898  0.31
H -7.27863 4.44078 -1.73452  0.31
C 1.92284 0.27957 9.01516  -1.27
C 2.16729 1.63841 8.38490  -0.59
N 1.41736 1.92445 7.11238  1.26
C 1.95628 1.07558 6.12142  -1.22
C -0.09565 1.85610 7.29900  -0.67
C -1.00268 2.31351 6.08614  -0.96
C 1.71839 3.31269 6.61376  -0.21
C 3.14520 3.80702 6.87845  -1.46
O 4.18061 2.97883 6.31536  -0.07
C 5.41276 3.68254 6.62654  -0.94
H 2.54639 0.00149 9.90619  0.41
H 2.00716 -0.57445 8.33727  0.34
H 0.85955 0.16281 9.34716  0.34
H 3.13989 1.81825 8.05649  0.32
H 1.90059 2.47774 9.03515  0.46
H 3.08521 1.06238 6.09409  0.40
H 1.63114 1.38329 5.10268  -0.02
H 1.55793 0.11191 6.26370  0.79
H -0.27774 2.38952 8.24687  0.39
H -0.42916 0.85467 7.45230  0.47
H -1.99973 2.04247 6.30231  0.67
H -0.74856 1.72256 5.20474  0.07
H -0.85477 3.39379 5.74487  0.00
H 1.03640 3.99456 7.15748  0.41
H 1.59789 3.34545 5.56676  -0.23
H 3.40713 3.96355 7.92213  0.66
H 3.18843 4.76267 6.28570  0.38
H 5.73000 3.63136 7.64570  0.45
H 5.44359 4.75641 6.41887  0.31
H 6.21221 3.29246 5.90290  0.21
C 2.72279 8.29541 5.80412  -1.10
C 2.42169 8.55551 4.33993  -0.02
N 1.56370 9.76121 4.00985  0.08
C 2.23867 11.03772 4.46391  -0.92
C 1.55383 9.79984 2.49896  -0.10
C 0.57518 10.78922 1.89137  -1.33
C 0.24193 9.58472 4.71845  -0.94
C -0.52670 8.34055 4.26067  -0.12
O -0.62150 8.19294 2.90439  -0.40
C -1.15123 6.90223 2.55421  -0.80
H 1.91367 7.84120 6.36330  0.33
H 3.00621 9.24262 6.41305  0.28
H 3.54990 7.56920 5.81706  0.20
H 1.96957 7.71687 3.77079  -0.04
H 3.39373 8.77974 3.80590  0.45
H 2.14941 11.12838 5.52751  0.45
H 1.75834 11.87413 3.98213  0.37
H 3.34782 10.90070 4.24220  0.32
H 1.24774 8.81174 2.19732  0.22
H 2.58671 10.07942 2.20254  0.43
H 0.80659 11.84860 2.01577  0.41
H -0.47995 10.70121 2.25569  0.23
H 0.55808 10.59207 0.82588  0.43
H -0.30342 10.48242 4.51017  0.61
H 0.50985 9.47564 5.75382  0.51
H -1.54835 8.52508 4.72495  0.33
H -0.15438 7.34980 4.67620  0.10
H -0.38702 6.10660 2.57068  0.17
H -1.49529 6.96778 1.55655  0.42
H -1.91784 6.68839 3.26522  0.47
C 0.03078 -4.68142 1.67881  -1.27
C -1.04952 -5.35859 0.85702  1.92
N -0.82059 -6.74607 0.29521  0.36
C 0.22629 -6.63932 -0.79740  -1.13
C -0.34546 -7.66086 1.34509  -0.71
C -1.26293 -7.82372 2.54576  -1.13
C -2.10297 -7.15618 -0.45351  0.33
C -2.21923 -8.62547 -0.79404  -1.11
O -1.35063 -9.01498 -1.77529  -0.27
C -1.68450 -10.25896 -2.30737  -0.93
H 0.22567 -5.16291 2.64719  0.39
H -0.31210 -3.63174 1.87921  -0.23
H 0.88260 -4.60896 1.09827  0.54
H -1.25749 -4.74640 -0.02292  -0.80
H -2.03371 -5.38197 1.42958  -0.58
H 1.16926 -6.38967 -0.41700  0.48
H -0.09212 -5.88658 -1.51405  0.38
H 0.32466 -7.65101 -1.23441  0.46
H 0.67125 -7.35339 1.65532  0.54
H -0.19586 -8.62480 0.87907  0.74
H -1.26791 -7.06290 3.25191  0.15
H -0.86867 -8.65156 3.15200  0.49
H -2.35464 -7.93974 2.30821  0.23
H -2.10454 -6.53908 -1.33966  0.07
H -2.98214 -6.92071 0.12364  0.27
H -3.33245 -8.72873 -1.09623  0.46
H -2.02654 -9.24019 0.04306  0.53
H -2.71971 -10.36479 -2.62705  0.35
H -1.62215 -10.92999 -1.53308  0.41
H -1.09357 -10.48719 -3.14836  0.28
C -0.73794 -4.40944 6.77487  -0.95
C -1.86247 -3.83319 7.56204  -0.79
C -3.04296 -3.26658 6.73915  0.16
C -3.56042 -4.35939 5.89557  -0.84
N -4.75081 -3.96779 5.04648  0.94
C -4.43476 -2.99441 3.90306  -0.16
C -5.10021 -3.58630 2.63623  0.61
C -5.07387 -5.13544 2.92090  -0.27
C -5.40724 -5.23478 4.48462  -0.54
C -5.88253 -3.41701 5.95601  -1.32
H -0.05651 -4.87909 7.50283  0.43
H -0.26201 -3.60313 6.17892  0.14
H -1.11130 -5.17091 6.09655  0.24
H -1.55975 -3.03805 8.22873  0.43
H -2.28984 -4.65328 8.21629  0.38
H -2.70577 -2.50538 6.00425  0.00
H -3.81250 -2.91847 7.41908  0.43
H -3.84284 -5.33073 6.35566  0.41
H -2.79531 -4.57830 5.08332  0.00
H -4.76193 -1.93988 4.06019  0.37
H -3.32168 -3.02676 3.74514  -0.55
H -6.16434 -3.24941 2.58191  0.23
H -4.52792 -3.27454 1.71917  -0.47
H -5.79668 -5.68683 2.31964  0.65
H -4.14443 -5.57811 2.66360  -0.36
H -6.47803 -5.23202 4.67615  0.29
H -4.94883 -6.16020 4.92817  0.29
H -5.54797 -2.39319 6.23382  0.40
H -5.98439 -4.10133 6.83180  0.28
H -6.75552 -3.36602 5.34660  0.60
C -7.38134 -6.05298 -4.35643  -1.53
C -7.01813 -4.61328 -4.06905  0.08
C -6.32349 -3.89634 -5.32117  -0.09
C -5.03620 -4.63976 -5.66790  -0.55
N -4.15155 -4.08283 -6.75954  0.30
C -2.83973 -4.85695 -6.71379  -0.32
C -1.87212 -3.99272 -7.54595  -1.13
C -2.48089 -2.56659 -7.49920  0.38
C -3.67139 -2.67255 -6.57976  -0.23
C -4.87860 -4.21120 -8.03206  -0.99
H -8.03624 -6.53731 -3.69203  0.45
H -6.50701 -6.60909 -4.36897  0.39
H -7.84768 -6.06969 -5.36515  0.29
H -6.30222 -4.46016 -3.26384  -0.22
H -7.92108 -4.13246 -3.80422  0.53
H -6.04070 -2.87448 -5.03515  -0.06
H -7.10234 -3.92977 -6.13001  0.38
H -5.18799 -5.67201 -5.95142  0.76
H -4.36394 -4.76911 -4.80201  -0.29
H -2.98697 -5.87571 -7.01373  0.59
H -2.43246 -4.84536 -5.70046  0.06
H -1.91610 -4.29492 -8.62783  0.36
H -0.86782 -4.17361 -7.20423  0.59
H -2.78126 -2.30734 -8.50305  0.56
H -1.70067 -2.00093 -6.99985  -0.80
H -4.44714 -1.96622 -6.75875  0.75
H -3.33746 -2.54538 -5.54753  -0.29
H -5.61229 -3.39861 -8.08561  0.39
H -5.33924 -5.19674 -8.05555  0.28
H -4.21837 -4.09189 -8.90583  0.46
C -0.86917 -2.28585 -1.60798  0.64
C 0.59321 -2.26722 -1.14258  -0.90
C 0.87133 -1.31497 -0.01427  0.27
C 0.63218 0.15475 -0.30694  1.51
N 0.08950 1.00680 0.78444  1.22
C -1.36672 0.99990 0.94055  0.27
C -1.66811 2.16511 1.81364  -0.37
C -0.70616 3.23391 1.36091  0.21
C 0.37273 2.49933 0.60647  0.87
C 0.68166 0.70623 2.13765  -0.24
H -1.05338 -1.61506 -2.50397  -0.44
H -1.50588 -1.85086 -0.92124  -0.26
H -1.31869 -3.24482 -1.80600  -0.19
H 1.23184 -2.03108 -2.06479  -0.15
H 0.98131 -3.19385 -0.81971  0.78
H 1.82906 -1.59849 0.33561  0.62
H 0.17999 -1.62116 0.80239  -0.66
H -0.04978 0.24000 -1.12423  -1.06
H 1.55720 0.61198 -0.61589  -0.57
H -1.69204 -0.00739 1.32704  -0.75
H -1.73388 1.17141 -0.05620  -0.03
H -1.42747 1.75819 2.78145  -0.63
H -2.73246 2.41266 1.89992  0.80
H -0.29045 3.72811 2.24599  -1.30
H -1.13779 3.97020 0.64360  0.77
H 1.36636 2.71759 0.99881  -0.35
H 0.30653 2.75094 -0.42379  0.10
H 0.24679 -0.25228 2.55413  -0.15
H 0.46671 1.57896 2.72304  0.25
H 1.76480 0.68718 1.96883  0.03
N -2.09879 -0.91559 3.53906  0.64
O -3.17081 -0.34595 3.47147  -0.66
O -1.43709 -0.84489 4.64010  -0.57
O -1.68215 -1.66099 2.65127  -0.27
N 0.09929 -2.94455 -4.81167  0.77
O -0.19589 -1.76501 -5.09461  -1.09
O 1.25449 -3.26266 -4.48542  -0.69
O -0.77253 -3.80279 -4.86158  -0.59
N -3.68110 -4.30913 -1.81595  0.94
O -3.80611 -4.40633 -0.55105  -0.66
O -3.00611 -5.14152 -2.46469  -0.83
O -4.25521 -3.35795 -2.43972  -0.63
N 2.30417 4.73664 3.76333  -0.32
O 3.43464 5.22609 3.99081  -0.70
O 1.32798 5.27101 4.28103  -0.46
O 2.15622 3.70331 3.03117  0.58
N -1.01934 2.26802 -2.60242  1.29
O -1.91712 2.83260 -1.89337  -0.74
O 0.16060 2.74582 -2.58555  -0.89
O -1.34819 1.32804 -3.34976  -0.72
N 4.24657 1.36202 -1.39485  0.64
O 4.08960 0.30960 -2.05602  -0.85
O 5.14844 2.15524 -1.62267  -0.65
O 3.49020 1.49741 -0.44660  -0.75

Summary:
total charge = +4
HOMO level = -14.5 eV
E_LUMO = -5.36 eV
orbital gap = 9.12 eV
multiplicity = 1